(1)
{"formula": "C5H7Br", "method": "wB97M-V/def2-TZVPD", "orbital_gap_ev": [8.282, 7.066], "e_lumo_ev": [0.2, -0.6], "charge": 0, "elements": ["C", "C", "C", "C", "C", "Br", "H", "H", "H", "H", "H", "H", "H"], "positions_angstrom": [[-0.28, 0.18, -0.01], [-1.05, -0.37, 1.07], [-0.51, 0.47, -1.35], [1.19, 0.43, 0.32], [1.76, -0.54, -0.59], [2.89, -0.09, -2.05], [-0.58, -0.35, 2.02], [-1.92, -0.99, 0.90], [-1.49, 0.62, -1.82], [0.31, 0.96, -1.94], [1.56, 1.43, -0.07], [1.48, 0.28, 1.42], [1.96, -1.53, -0.30]]}

---

(2)
{"formula": "C5H7Br2NO4PSSi", "method": "wB97M-V/def2-TZVPD", "orbital_gap_ev": 5.512, "e_lumo_ev": 2.5, "charge": -1, "elements": ["C", "C", "O", "O", "C", "O", "C", "Si", "N", "C", "S", "P", "O", "Br", "H", "H", "H", "H", "H", "H", "H", "Br"], "positions_angstrom": [[-1.41, -1.49, -2.50], [0.02, -0.82, -2.87], [-0.01, 0.15, -3.69], [1.22, -1.36, -2.33], [1.66, -0.83, -1.06], [2.55, 0.09, -1.01], [1.17, -1.38, 0.40], [0.76, 0.15, 1.54], [0.17, -0.39, 3.18], [0.16, 0.71, 3.89], [-0.18, 2.20, 4.60], [-0.74, 1.68, 0.86], [0.02, 3.20, 1.33], [-2.69, 1.39, 1.96], [-1.74, -1.15, -1.45], [-2.20, -1.08, -3.24], [-1.39, -2.64, -2.62], [0.34, -2.17, 0.31], [2.11, -1.87, 0.88], [2.03, 0.90, 1.63], [0.98, 3.04, 1.10], [-2.83, 1.66, -0.91]]}

---

(3)
{"formula": "C5H7BrINO", "method": "wB97M-V/def2-TZVPD", "orbital_gap_ev": [7.342, 7.348], "e_lumo_ev": [-0.2, -0.2], "charge": 0, "elements": ["C", "C", "C", "C", "C", "N", "O", "Br", "I", "H", "H", "H", "H", "H", "H", "H"], "positions_angstrom": [[1.74, 0.54, -0.50], [0.89, -0.18, 0.14], [-3.77, -0.52, 0.14], [3.03, 0.07, -1.03], [-2.80, 0.01, 1.14], [4.13, 0.96, -0.48], [3.91, 1.46, 0.60], [1.09, -1.84, 0.78], [-1.09, 0.96, 0.81], [1.52, 1.67, -0.63], [-3.51, -1.31, -0.68], [-4.12, 0.31, -0.41], [-4.49, -0.91, 0.84], [3.09, -0.96, -0.77], [3.11, 0.29, -2.03], [-2.73, -0.54, 2.08]]}

---

(4)
{"formula": "C5H7BrNO", "method": "wB97M-V/def2-TZVPD", "orbital_gap_ev": 7.370, "e_lumo_ev": -6.2, "charge": 1, "elements": ["C", "C", "C", "C", "C", "N", "O", "Br", "H", "H", "H", "H", "H", "H", "H"], "positions_angstrom": [[-0.68, 1.24, -1.16], [0.06, 2.10, -0.42], [0.76, 1.38, 0.72], [0.44, -0.99, -0.34], [-0.62, -0.04, -0.56], [0.15, 0.04, 0.69], [-2.72, -0.99, 0.05], [0.41, 3.88, -0.78], [-1.26, 1.48, -2.04], [1.84, 1.33, 0.55], [0.59, 1.86, 1.69], [0.20, -2.01, -0.04], [1.36, -0.89, -0.91], [-0.30, -0.28, 1.54], [-3.16, -1.21, -0.78]]}

---

(5)
{"formula": "C5H7BrO", "method": "wB97M-V/def2-TZVPD", "orbital_gap_ev": 10.381, "e_lumo_ev": 0.5, "charge": 0, "elements": ["C", "C", "C", "C", "C", "O", "Br", "H", "H", "H", "H", "H", "H", "H"], "positions_angstrom": [[0.73, -0.85, -0.27], [-0.26, 1.76, -0.71], [-0.15, 1.59, 0.77], [-0.30, 0.37, -0.10], [0.28, -2.24, 0.16], [1.82, -0.59, -0.70], [-2.30, -0.26, -0.04], [-1.20, 1.92, -1.29], [0.72, 1.91, -1.27], [0.83, 1.75, 1.35], [-0.96, 1.94, 1.33], [0.17, -2.69, -0.83], [-0.59, -2.07, 0.88], [1.22, -2.55, 0.72]]}

---

(6)
{"formula": "C5H7ClINO2S", "method": "wB97M-V/def2-TZVPD", "orbital_gap_ev": [5.435, 4.872], "spin_multiplicity": 3, "s2": 2.0088, "e_lumo_ev": [-0.3, -3.9], "charge": 0, "elements": ["C", "C", "C", "C", "C", "N", "O", "O", "S", "Cl", "I", "H", "H", "H", "H", "H", "H", "H"], "positions_angstrom": [[-1.64, 0.73, 1.74], [-1.24, 0.43, -0.64], [-1.56, -0.83, -0.48], [1.51, -0.56, 1.48], [-1.11, 1.22, -1.88], [-0.78, 0.42, 2.63], [-2.83, 0.54, 1.74], [-1.03, 1.25, 0.48], [0.81, 0.85, 2.52], [-1.69, -1.84, -1.95], [0.96, 1.67, -2.40], [1.27, 1.78, 1.45], [-1.75, -1.33, 0.52], [2.46, -0.26, 1.06], [0.67, -0.57, 0.78], [1.51, -1.59, 2.02], [-1.68, 2.09, -1.86], [-1.61, 0.71, -2.74]]}